A 2-piece molecular cluster, C3H8NO2 overall at a distorted geometry. Source: the Open Molecules 2025 dataset; level of theory: ωB97M-V/def2-TZVPD.

```
14
Properties=species:S:1:pos:R:3:forces:R:3:mulliken_charge:R:1
O -1.18136 0.01129 -0.57836 -2.6 -0.7 0.3 -0.576
C -2.31316 -0.28725 -0.19546 0.3 0.7 1.0 0.267
O -2.98639 -1.30895 -0.71781 2.2 1.0 -0.5 -0.364
H -2.82950 0.30530 0.69103 0.8 -1.2 -1.8 0.270
H -3.78492 -1.50138 -0.26740 -1.5 -0.1 0.8 0.372
C 1.16056 1.43795 -0.15949 1.4 -0.6 -0.3 -0.676
C 2.09942 -0.90860 0.63286 -1.9 2.2 -1.3 -0.127
N 1.23850 -0.03724 0.17001 -1.6 -1.5 0.3 -0.008
H 0.14689 1.86450 -0.29714 0.4 -1.1 0.9 0.243
H 1.52024 1.37567 -1.16670 0.8 1.0 -0.7 0.374
H 1.76685 2.01998 0.54476 0.0 -0.2 -0.5 0.342
H 3.13674 -0.72064 0.50307 0.9 0.5 0.9 0.306
H 1.72282 -1.83512 1.05492 0.0 -0.2 -0.7 0.271
H 0.30332 -0.41550 -0.21429 0.8 0.2 1.7 0.307
```
Forces are in eV/Å.

Results
E_HOMO (hartree): -0.567
Gap between HOMO and LUMO (eV): 10.5
Total charge: +1
Maximum force (Eh/bohr): 0.0621
2S+1: 1
E (Eh): -324.0348
M (g mol⁻¹): 90.1

---

The molecule C5H7NO. Source: the Open Molecules 2025 dataset; level of theory: ωB97M-V/def2-TZVPD.

```
14
Properties=species:S:1:pos:R:3:forces:R:3:mulliken_charge:R:1
C -0.23871 1.94311 -0.29851 -0.2 -0.1 0.0 -0.653
C -1.09104 1.00153 0.09554 0.1 0.2 0.0 -0.131
C -0.99862 -0.43723 -0.39790 0.1 -0.1 0.0 -0.619
C 0.08619 -0.93691 0.56527 -0.1 0.2 0.2 -0.113
N 1.31385 -1.91696 0.52710 0.1 -0.1 -0.3 -0.488
C 1.45622 -0.62601 0.17824 0.3 0.2 -0.2 0.528
O 2.17256 0.10269 -0.46163 0.0 -0.2 0.5 -0.548
H 0.49846 1.74229 -1.07131 -0.1 0.1 0.1 0.222
H -0.18744 2.91265 0.18850 -0.2 -0.1 -0.1 0.255
H -1.76132 1.18852 0.93463 0.0 0.0 -0.2 0.312
H -0.69083 -0.45793 -1.44906 0.1 -0.1 0.2 0.319
H -1.96134 -0.95450 -0.30866 0.3 0.0 0.1 0.291
H -0.25112 -0.92027 1.59647 0.2 0.1 0.0 0.370
H 1.65312 -2.64098 -0.09868 -0.5 -0.1 -0.2 0.254
```
Forces are in eV/Å.

Results
E_HOMO (hartree): -0.354
Gap between HOMO and LUMO (eV): 10.7
Total charge: 0
Maximum force (Eh/bohr): 0.0113
2S+1: 1
E (Eh): -324.6189
SMILES: C=CC[C@H]1NC1=O
M (g mol⁻¹): 97.1

---

C19H35AuN5O4V as an isolated structure at a distorted geometry. Source: the Open Molecules 2025 dataset; level of theory: ωB97M-V/def2-TZVPD.

```
65
Properties=species:S:1:pos:R:3:forces:R:3:mulliken_charge:R:1
N 1.02649 -0.50831 -1.37882 -2.5 2.8 1.6 -0.076
C 3.95184 -2.88360 -1.93210 7.0 -1.4 -0.5 0.176
O 5.09542 -3.11770 -1.95564 -5.4 0.6 0.1 -0.175
Au 2.38890 -1.86765 -1.81449 -1.0 0.4 0.4 0.339
V 0.07432 0.42391 -0.42470 1.3 -3.5 0.4 0.380
N -1.67464 0.71926 -1.17180 -0.2 0.5 -1.3 0.740
N 0.63485 2.24578 -0.48539 0.9 -0.5 0.6 1.535
C -1.98728 1.10292 -2.57970 0.0 -1.2 -0.2 1.374
C 1.86161 2.82950 -1.03579 -0.8 1.1 -0.7 0.831
C -3.33248 0.55597 -3.06390 -0.6 -0.1 0.1 -1.989
C -2.00509 2.62615 -2.67391 0.0 1.2 0.7 -1.209
C -0.92574 0.56134 -3.52465 0.6 -0.1 -0.1 -1.815
C 3.07992 2.15229 -0.41223 0.6 -0.8 0.9 -1.483
C 1.95652 4.33257 -0.78900 0.0 0.1 0.1 -1.721
C 1.92540 2.55507 -2.53593 0.0 -0.1 -0.8 -1.622
H -3.34145 -0.53858 -2.99578 0.0 0.2 0.0 0.497
H -3.47068 0.81557 -4.12350 0.1 0.0 0.4 0.443
H -4.18516 0.96160 -2.50707 0.2 -0.1 -0.2 0.512
H -2.81345 3.04708 -2.06081 0.1 0.0 -0.3 0.357
H -2.13642 2.94899 -3.71735 -0.1 -0.3 0.3 0.419
H -1.05990 3.03521 -2.29529 -0.1 -0.1 -0.2 0.139
H 0.05062 1.01895 -3.36100 -0.2 -0.1 -0.1 0.145
H -1.22950 0.77421 -4.55503 0.0 0.0 0.2 0.574
H -0.82240 -0.51934 -3.41655 0.0 0.0 0.0 0.405
H 3.02880 2.19701 0.67885 0.1 0.1 -0.2 0.402
H 3.97749 2.67123 -0.76868 -0.3 -0.1 0.0 0.493
H 3.13368 1.09721 -0.70045 0.0 0.2 0.0 0.150
H 2.03464 4.55995 0.27913 0.0 0.1 -0.2 0.443
H 1.10753 4.87378 -1.22120 0.1 0.0 0.1 0.407
H 2.86822 4.69161 -1.27633 -0.2 0.0 0.1 0.450
H 2.83977 3.01879 -2.92950 -0.3 -0.1 0.1 0.608
H 1.06889 3.00094 -3.05836 0.2 -0.1 0.1 0.333
H 1.96737 1.47959 -2.74561 0.0 0.3 0.1 0.290
C -2.76562 0.49424 -0.25223 -0.1 -0.6 0.2 -0.691
H -2.44302 -0.25024 0.48556 0.1 0.1 0.1 -0.049
H -3.07615 1.38632 0.31625 0.2 0.2 -0.3 0.398
H -3.66957 0.09827 -0.74019 0.4 0.3 0.0 0.379
C -0.06584 2.98029 0.54781 -0.2 -0.1 0.2 -1.184
H -0.88057 2.37545 0.97371 0.2 0.0 -0.1 0.281
H 0.61508 3.24650 1.37235 0.0 0.0 -0.3 0.449
H -0.52481 3.89944 0.14618 0.3 -0.1 0.0 0.428
C -0.35944 -4.87099 1.49259 -0.2 -0.2 -0.3 -1.363
C 0.65881 -4.02481 2.23148 0.4 0.3 0.1 -0.706
C 0.17468 -2.63494 2.78055 0.3 0.1 -0.2 1.961
C -1.03550 -2.72908 3.76356 0.1 0.3 0.3 -0.920
C -2.37534 -3.18251 3.20848 -0.2 -0.1 -0.1 -0.941
C 1.34532 -2.08236 3.61335 0.3 -1.6 1.3 -0.363
O 1.87579 -2.71848 4.51740 -0.9 1.1 -1.6 -0.580
N 1.77328 -0.80553 3.32784 0.1 1.1 -0.7 0.020
C 1.36087 0.04666 2.30254 0.7 -0.5 1.3 0.016
O 1.87609 1.15124 2.18648 -0.7 -0.5 -0.5 -0.643
N 0.37444 -0.43547 1.46916 0.1 1.0 -1.0 0.376
C -0.17471 -1.67884 1.61365 -1.1 -1.4 -0.5 -0.394
O -1.01094 -2.02516 0.75020 1.2 1.2 0.5 -0.653
H -0.98639 -5.45488 2.17660 0.2 0.2 -0.2 0.309
H 0.17304 -5.58473 0.85348 -0.1 0.1 0.1 0.410
H -0.98429 -4.23070 0.86107 0.0 -0.5 0.1 0.332
H 1.07474 -4.59962 3.07672 -0.1 0.5 -0.2 0.447
H 1.50452 -3.80956 1.55551 -0.1 -0.1 0.2 0.412
H -0.74308 -3.38906 4.59900 0.1 0.3 -0.4 0.393
H -1.15816 -1.71330 4.17766 0.0 -0.3 0.1 0.444
H -2.36190 -4.23104 2.89357 -0.1 0.4 0.1 0.211
H -3.12876 -3.07510 3.99813 0.1 0.0 -0.2 0.437
H -2.67866 -2.56661 2.35296 -0.1 -0.2 0.2 0.120
H 2.52799 -0.44670 3.90116 0.0 0.0 0.1 0.314
```
Forces are in eV/Å.

Results
E_HOMO (hartree): -0.551
Gap between HOMO and LUMO (eV): 3.8
Total charge: +2
Maximum force (Eh/bohr): 0.1395
2S+1: 1
E (Eh): -2398.7651
M (g mol⁻¹): 645.4

---

The molecule C2H5N5 at a distorted geometry. Source: the Open Molecules 2025 dataset; level of theory: ωB97M-V/def2-TZVPD.

```
12
Properties=species:S:1:pos:R:3:forces:R:3:mulliken_charge:R:1
C -0.61223 -1.52078 0.32163 2.5 -2.3 3.0 -0.970
C -0.28068 -0.36802 -0.53341 -1.8 -2.2 1.7 0.644
N -0.90122 -0.07495 -1.67772 -0.3 -2.4 1.9 -0.333
N -0.71866 1.18096 -1.78455 0.0 3.4 -4.3 -0.344
N 0.08174 1.69211 -0.97649 -0.5 0.4 1.9 -0.323
N 0.25327 0.71161 -0.02166 1.1 2.4 -2.1 0.607
N 1.16399 1.03119 0.95282 0.9 1.0 0.9 -0.731
H -1.25509 -1.31487 1.22029 0.4 0.6 -1.1 0.253
H 0.39375 -1.93911 0.93056 -2.5 0.9 -2.0 0.242
H -1.13088 -2.34437 -0.16786 0.5 0.1 -0.4 0.333
H 2.11909 0.87308 0.48008 -1.7 1.2 1.4 0.283
H 0.88692 2.07317 1.25633 1.5 -3.1 -1.1 0.337
```
Forces are in eV/Å.

Results
E_HOMO (hartree): -0.363
Gap between HOMO and LUMO (eV): 10.4
Total charge: 0
Maximum force (Eh/bohr): 0.1068
2S+1: 1
E (Eh): -352.8698
SMILES: Cc1nnnn1N
M (g mol⁻¹): 99.1

---

C7H12ClFN2 as an isolated structure at a distorted geometry. Source: the Open Molecules 2025 dataset; level of theory: ωB97M-V/def2-TZVPD.

```
23
Properties=species:S:1:pos:R:3:forces:R:3:mulliken_charge:R:1
C 0.17011 1.54258 -0.23449 0.9 0.8 1.6 -0.040
C 1.44448 1.40879 -0.02751 1.5 -4.1 -0.2 -0.620
C -0.25397 -0.47945 -1.15852 0.4 0.8 -2.2 -0.675
C -0.35090 -0.41002 1.19420 -0.6 -0.3 2.2 -0.440
C 1.26164 -0.78841 -1.24946 -0.7 2.3 -0.5 -0.549
C 1.07586 -0.91182 1.19959 -0.2 -0.6 0.8 -0.687
C -2.14626 0.75849 -0.10173 -1.6 0.3 1.9 -0.413
N -0.67494 0.38054 -0.01786 0.2 -0.3 0.2 -0.012
N 1.81452 -0.42981 0.10315 -1.8 4.7 -3.2 0.257
F 3.09171 -0.73137 0.06410 1.7 -0.1 0.9 -0.152
Cl -3.33965 -0.66117 0.06295 1.9 1.8 -0.2 -0.038
H -0.11030 2.54720 -0.48946 -1.1 0.2 -0.2 0.523
H 2.39763 1.81155 -0.26846 0.5 0.9 0.2 0.493
H -0.44152 0.06981 -2.09047 -0.5 -0.1 0.3 0.406
H -0.89203 -1.29748 -1.13744 -0.9 -1.9 0.0 0.668
H -1.00375 -1.31302 1.24067 0.2 0.9 -0.4 0.367
H -0.53582 0.14233 2.14433 -0.1 0.1 -1.0 0.435
H 1.40118 -1.80717 -1.60226 0.5 -0.1 0.5 0.373
H 1.69214 0.00324 -1.98958 -0.3 -1.9 1.3 0.369
H 1.56931 -0.79744 2.13147 0.6 0.8 0.8 0.420
H 1.07047 -1.92620 1.04221 -0.2 -2.8 -0.1 0.441
H -2.41904 1.62963 0.64415 0.7 -2.1 -1.2 0.419
H -2.14834 1.13441 -1.07961 -0.9 0.5 -1.5 0.458
```
Forces are in eV/Å.

Results
E_HOMO (hartree): -0.702
Gap between HOMO and LUMO (eV): 10.3
Total charge: +2
Maximum force (Eh/bohr): 0.1162
2S+1: 1
E (Eh): -942.6111
M (g mol⁻¹): 178.6

---

A 2-piece molecular cluster, C5H15N2O overall at a distorted geometry. Source: the Open Molecules 2025 dataset; level of theory: ωB97M-V/def2-TZVPD.

```
23
Properties=species:S:1:pos:R:3:forces:R:3:mulliken_charge:R:1
C -1.22347 -1.01209 2.95627 -0.8 -0.9 0.1 -1.268
C -0.09227 -0.25179 2.32196 1.0 -0.5 -0.9 -0.535
C -0.44788 0.54345 1.05905 -0.3 0.2 0.9 -0.716
C -0.50708 -0.18846 -0.27475 -0.2 -0.5 1.0 -0.798
N 0.10133 -1.62551 -2.58841 -0.3 -0.5 -0.4 -0.252
C 0.89960 -0.67504 -2.18396 0.4 0.7 1.0 0.059
N 0.75471 -0.09788 -1.01154 -0.5 -0.6 -0.5 -0.030
H -1.88225 -0.39448 3.56367 0.2 0.1 0.2 0.341
H -1.92283 -1.52234 2.27905 0.3 0.3 -0.5 0.316
H -0.85335 -1.85827 3.53532 0.1 0.3 0.4 0.366
H 0.40139 0.39525 3.04637 -0.3 0.2 0.0 0.386
H 0.71643 -0.94013 2.03907 -0.1 -0.2 0.1 0.305
H -1.43700 0.94972 1.24547 -0.2 0.4 -0.2 0.433
H 0.24965 1.36102 0.97122 -0.1 -0.1 0.0 0.152
H -1.34186 0.16882 -0.87425 0.3 0.4 -0.4 0.492
H -0.78170 -1.21962 -0.06062 0.3 -0.4 0.0 0.532
H -0.57776 -2.02535 -1.95508 0.0 0.1 -0.1 0.217
H 0.31795 -2.17292 -3.40901 -0.1 0.3 -0.1 0.265
H 1.65927 -0.26788 -2.83977 0.4 -0.6 0.0 0.396
H 1.53566 0.37454 -0.57809 -0.2 0.6 -0.4 0.284
H 0.09363 2.86495 -1.22584 -0.5 0.5 0.3 0.317
H 0.34454 3.02411 0.35416 -0.6 0.6 -0.3 0.364
O 0.69410 2.74510 -0.49084 1.2 -0.3 -0.4 -0.628
```
Forces are in eV/Å.

Results
E_HOMO (hartree): -0.529
Gap between HOMO and LUMO (eV): 10.9
Total charge: +1
Maximum force (Eh/bohr): 0.0278
2S+1: 1
E (Eh): -384.0147
M (g mol⁻¹): 119.2